Entry 1:
Formula: C4H10OS
Source: the OMol25 dataset
Level of theory: ωB97M-V/def2-TZVPD

Values from the calculation:
Spin multiplicity ... 1
Kohn-Sham gap ... 0.3485 hartree
Largest force on an atom ... 6.82 eV/A
LUMO energy ... -0.3508 eV
Relative energy (zero: lowest compared OMol25 entry of this formula, charge and spin) ... 3.259 eV
Total energy ... -631.7049 Ha
M ... 106.2 g mol⁻¹

XYZ file:
```
16
Properties=species:S:1:pos:R:3:forces:R:3:lowdin_charge:R:1
C -2.3599 1.1449 0.2188 -2.77 -1.24 -1.00 -0.297
C 2.0961 0.7412 0.5488 -2.53 1.03 -0.47 -0.058
C -0.1501 -2.4515 -0.5550 -0.51 -4.15 -5.38 -0.048
C 1.9678 1.9603 1.0363 0.68 0.46 0.84 -0.070
O -1.5679 0.2740 -2.1040 0.20 -0.16 -0.20 -0.583
S -2.7429 0.5203 -1.2736 0.25 1.21 2.22 0.835
H -1.3237 1.1310 0.4822 0.43 0.40 0.43 -0.010
H -3.2539 1.3039 0.9469 1.92 -0.21 -1.42 0.056
H 2.8650 0.0890 0.6967 2.14 -1.47 0.86 0.015
H -0.0700 -2.0680 -1.6613 -0.02 -0.66 2.14 0.062
H 1.2649 0.3029 -0.0047 0.30 0.36 -0.44 0.035
H 0.4912 -3.3774 -0.4678 -0.33 1.10 -0.13 0.036
H 0.1665 -1.7545 0.0722 0.88 3.01 2.94 -0.074
H -1.1586 -2.8660 -0.4664 -0.02 0.68 0.46 0.018
H 1.1800 2.6068 0.7306 -0.88 0.15 -0.16 0.028
H 2.5955 2.4431 1.8003 0.28 -0.50 -0.66 0.055
```
Forces are in eV/Å.

=====

Entry 2:
Formula: C3H5NOS2
Source: the OMol25 dataset
Level of theory: ωB97M-V/def2-TZVPD

Values from the calculation:
Spin multiplicity ... 1
Kohn-Sham gap ... 0.3496 hartree
Largest force on an atom ... 1.48 eV/A
LUMO energy ... 0.6788 eV
Relative energy (zero: lowest compared OMol25 entry of this formula, charge and spin) ... 1.163 eV
Structure (SMILES) ... SCC1=NSCO1
Total energy ... -1043.6465 Ha
M ... 135.2 g mol⁻¹

XYZ file:
```
12
Properties=species:S:1:pos:R:3:forces:R:3:lowdin_charge:R:1
S -0.6233 2.7500 -0.0293 -0.13 -0.51 0.18 0.726
C 0.1795 1.4397 0.9444 0.53 -0.43 -0.41 -0.473
C 0.2709 0.0761 0.2873 0.04 0.06 -0.02 -0.579
N 1.2827 -0.6816 0.2787 0.72 -0.58 -0.16 -0.174
S 0.8557 -2.2069 -0.5440 0.84 1.12 0.47 0.884
C -0.8351 -1.8069 -0.1607 -0.05 0.05 -0.73 -0.468
O -0.8651 -0.3843 -0.2798 -1.31 -0.17 0.52 -0.113
H -1.8338 2.1698 0.0276 0.03 0.18 -0.13 -0.136
H -0.2971 1.3208 1.9141 -0.17 0.04 0.00 0.083
H 1.1953 1.7704 1.1229 0.16 0.07 0.06 0.072
H -1.5257 -2.2110 -0.8912 -0.16 -0.12 0.13 0.092
H -1.0058 -2.1472 0.8604 -0.50 0.30 0.08 0.087
```
Forces are in eV/Å.

=====

Entry 3:
Formula: C7H12Cl3NO3S
Source: the OMol25 dataset
Level of theory: ωB97M-V/def2-TZVPD

Values from the calculation:
Spin multiplicity ... 1
Kohn-Sham gap ... 0.3909 hartree
Largest force on an atom ... 1.17 eV/A
LUMO energy ... 0.4626 eV
Relative energy (zero: lowest compared OMol25 entry of this formula, charge and spin) ... 0.160 eV
Structure (SMILES) ... O=S(=O)(NC1CCCC1)OCC(Cl)(Cl)Cl
Total energy ... -2333.1533 Ha
M ... 296.6 g mol⁻¹

XYZ file:
```
27
Properties=species:S:1:pos:R:3:forces:R:3:lowdin_charge:R:1
O 1.2983 0.9877 -0.3670 -0.03 0.06 -0.18 -0.286
S 1.1745 -0.2369 0.3613 0.01 0.33 1.12 0.602
O 1.9395 -1.3551 -0.0521 0.02 -0.32 0.04 -0.229
N -0.3660 -0.6891 0.7069 0.83 0.17 0.14 -0.074
C -1.2958 -1.2251 -0.2847 -0.39 -0.38 -0.43 -0.342
C -1.9413 -0.1453 -1.1595 0.05 -0.02 0.06 -0.140
C -0.9450 0.0966 -2.2978 -0.05 0.15 -0.13 -0.178
C -0.1154 -1.1955 -2.4148 0.04 -0.03 -0.14 -0.174
C -0.6027 -2.1299 -1.2987 -0.04 -0.15 0.01 -0.150
O 1.6160 0.1016 1.8999 -0.45 -0.79 -0.68 -0.254
C 2.0047 1.4032 2.2285 0.42 0.65 -0.22 -0.382
C 0.8699 2.1512 2.9285 0.02 0.01 0.20 -1.559
Cl 0.2873 1.2139 4.3113 -0.01 -0.02 0.07 0.626
Cl 1.4626 3.7231 3.4862 0.12 -0.07 -0.08 0.614
Cl -0.4741 2.4118 1.8048 -0.22 0.24 0.02 0.658
H -0.8011 0.0423 1.2495 0.04 0.16 0.21 0.046
H -2.0451 -1.7721 0.2991 0.15 0.07 -0.07 0.146
H -2.1571 0.7627 -0.5965 -0.12 0.04 0.04 0.104
H -2.8821 -0.5345 -1.5521 -0.05 -0.01 0.05 0.116
H -1.4619 0.3321 -3.2273 0.01 0.06 0.00 0.106
H -0.2923 0.9318 -2.0514 -0.09 0.02 -0.12 0.086
H 0.9413 -0.9745 -2.2759 0.01 -0.06 -0.19 0.088
H -0.2380 -1.6644 -3.3904 0.09 0.00 0.00 0.107
H -1.3361 -2.8382 -1.6864 -0.01 0.00 0.05 0.118
H 0.2154 -2.6808 -0.8431 -0.11 -0.20 -0.05 0.102
H 2.2821 1.9444 1.3151 -0.02 0.10 0.37 0.116
H 2.8622 1.3389 2.9067 -0.22 0.00 -0.07 0.133
```
Forces are in eV/Å.

=====

Entry 4:
Formula: C4H13N2
Source: the OMol25 dataset
Level of theory: ωB97M-V/def2-TZVPD

Values from the calculation:
Spin multiplicity ... 1
Kohn-Sham gap ... 0.2784 hartree
Largest force on an atom ... 0.72 eV/A
LUMO energy ... -5.2710 eV
Relative energy (zero: lowest compared OMol25 entry of this formula, charge and spin) ... 2.189 eV
Total energy ... -269.4202 Ha
Charge ... +1
M ... 89.2 g mol⁻¹

XYZ file:
```
19
Properties=species:S:1:pos:R:3:forces:R:3:lowdin_charge:R:1
C 0.7843 -1.3056 1.6585 0.38 -0.44 -0.13 0.008
C -0.6798 -2.5071 0.0850 -0.13 0.40 0.50 0.199
N -0.1908 -1.4449 0.5873 -0.32 -0.06 -0.65 -0.007
H 0.4189 -0.5649 2.3650 0.02 -0.01 -0.02 0.112
H 1.7250 -0.9870 1.2130 0.03 0.14 0.13 0.112
H 0.9156 -2.2741 2.1361 0.00 0.08 0.07 0.109
H -0.3297 -3.4853 0.3937 -0.15 0.01 0.13 0.132
H -1.5084 -2.3629 -0.5979 0.27 -0.34 -0.39 0.131
H -0.4727 -0.5779 0.1216 -0.06 0.09 0.42 0.107
C 0.5743 0.8436 -1.4634 -0.09 0.20 0.06 -0.107
C 0.1245 1.7837 -0.3444 0.04 -0.21 0.10 -0.355
N -1.1169 2.4751 -0.6679 0.10 -0.15 0.27 0.003
H 0.8744 1.4079 -2.3438 -0.09 0.01 -0.03 0.088
H 1.4307 0.2373 -1.1595 0.03 0.02 0.01 0.070
H -0.2348 0.1712 -1.7809 0.01 0.07 -0.04 0.066
H 0.0520 1.2268 0.6096 0.01 -0.04 0.06 0.073
H 0.9035 2.5217 -0.1509 -0.02 0.04 -0.13 0.118
H -1.8726 1.8123 -0.7940 -0.05 -0.06 -0.22 0.063
H -1.3975 3.0300 0.1330 0.02 0.26 -0.14 0.076
```
Forces are in eV/Å.

=====

Entry 5:
Formula: C10H27N3O
Source: the OMol25 dataset
Level of theory: ωB97M-V/def2-TZVPD

Values from the calculation:
Spin multiplicity ... 1
Kohn-Sham gap ... 0.3342 hartree
Largest force on an atom ... 4.46 eV/A
LUMO energy ... -6.9211 eV
Total energy ... -636.0166 Ha
Charge ... +2
M ... 205.3 g mol⁻¹

XYZ file:
```
41
Properties=species:S:1:pos:R:3:forces:R:3:lowdin_charge:R:1
C -2.4690 -2.2434 0.4568 -3.80 -1.49 1.65 -0.085
C 2.9564 -1.8689 0.7592 1.90 -2.93 -1.18 -0.092
C -1.9493 0.6491 -0.9483 -0.39 -0.94 0.15 -0.001
C 1.6932 2.4240 0.4726 1.83 -0.98 1.94 -0.002
C 1.1325 2.2748 -1.8369 -1.14 1.40 -0.96 0.010
C -2.7751 -0.8486 0.9440 -2.32 -1.60 0.25 -0.205
C 0.7975 -0.6610 -1.5858 1.28 3.88 -1.69 -0.226
C 2.2884 -0.7720 1.4717 0.71 1.47 -0.37 -0.128
C -1.8215 0.2292 0.5385 1.53 -0.72 0.13 -0.348
C 0.9045 0.3040 -0.3984 2.41 -0.41 -0.31 -0.287
N 1.2126 1.5846 -0.5459 -1.79 -1.92 -1.34 -0.092
N 0.3787 -1.9014 -1.2943 -1.93 -1.97 0.21 0.079
N -2.0519 1.3959 1.4081 -1.25 0.62 1.84 0.228
O 0.9983 -0.3342 0.7601 1.00 0.84 0.34 -0.076
H -1.5536 -2.5071 0.1840 4.40 -0.53 -0.50 -0.002
H -3.0015 -2.4154 -0.4248 -1.03 -0.22 -1.68 0.063
H -2.8715 -3.1088 1.1015 0.62 1.67 -0.44 0.136
H 3.9829 -2.1735 1.2845 -2.13 1.03 -1.00 0.154
H 2.3596 -2.8632 0.8503 0.88 1.72 -0.51 0.120
H 3.2309 -1.6138 -0.3464 -0.48 -0.58 1.96 0.116
H -2.1466 -0.2888 -1.5199 0.63 0.74 0.19 0.119
H -2.8678 1.1914 -1.0775 -0.59 0.47 -0.01 0.096
H -1.1338 1.2719 -1.3804 -0.72 -0.71 0.54 0.058
H 1.5523 3.4158 0.2167 0.04 1.89 -0.62 0.080
H 1.1954 2.3066 1.4034 -0.48 -0.57 0.94 0.100
H 2.7572 2.1998 0.6287 -0.16 0.46 0.10 0.133
H 0.2341 2.0666 -2.4598 0.59 -0.45 0.60 0.105
H 1.0195 3.3846 -1.6428 0.51 -1.38 -0.22 0.131
H 2.0033 2.0756 -2.4488 0.28 0.05 -0.02 0.120
H -3.0820 -1.0329 1.9866 1.13 1.14 0.32 0.131
H -3.8097 -0.6673 0.5455 0.87 0.55 -0.08 0.146
H 1.9121 -0.6064 -1.8819 -0.97 0.13 -0.08 0.171
H 0.2313 -0.1036 -2.3592 0.41 -0.87 0.02 0.133
H 3.0063 0.0908 1.6024 -1.25 -0.64 -0.03 0.142
H 1.8710 -1.1352 2.3797 -0.15 0.18 0.89 0.124
H 0.9322 -2.3269 -0.6095 0.56 -1.16 0.77 0.051
H -0.1269 -2.5346 -1.9099 0.47 0.72 0.01 0.142
H -0.7328 0.0303 0.8215 -2.37 -0.50 -0.51 0.131
H -1.4975 1.3625 2.2686 -0.06 -0.11 -0.10 0.185
H -3.0239 1.6085 1.7278 0.49 -0.41 -0.65 0.207
H -1.7358 2.1414 0.8584 0.47 2.13 -0.55 0.133
```
Forces are in eV/Å.

=====

Entry 6:
Formula: C4H6N2O
Source: the OMol25 dataset
Level of theory: ωB97M-V/def2-TZVPD

Values from the calculation:
Spin multiplicity ... 1
Kohn-Sham gap ... 0.3852 hartree
Largest force on an atom ... 1.56 eV/A
LUMO energy ... 0.8808 eV
Relative energy (zero: lowest compared OMol25 entry of this formula, charge and spin) ... 3.459 eV
Total energy ... -340.6678 Ha
M ... 98.1 g mol⁻¹

XYZ file:
```
13
Properties=species:S:1:pos:R:3:forces:R:3:lowdin_charge:R:1
O -2.7593 -0.7499 -0.5847 0.58 -0.16 0.91 0.044
C -2.0099 -0.8533 0.2625 -1.39 0.19 -0.68 -0.009
N -0.4530 1.5856 -0.6158 0.14 0.25 -0.16 0.008
C 0.6213 1.0090 0.1656 0.14 -0.05 0.11 -0.233
C 0.7850 -0.4240 -0.1749 -0.44 -0.25 0.08 -0.350
C 0.8630 -1.7116 0.4633 0.26 -0.37 0.27 -0.123
N 0.0928 -1.2847 -0.7752 0.47 0.38 -0.14 0.115
H -0.7323 2.4800 -0.2324 0.05 -0.01 -0.13 0.076
H 0.2722 0.9334 1.2071 0.13 0.13 -0.06 0.127
H 1.5701 1.5633 0.1851 -0.06 -0.14 -0.07 0.114
H -0.1685 1.7136 -1.5791 -0.10 0.08 0.01 0.081
H 1.6339 -2.4506 0.2914 0.30 0.28 0.11 0.076
H 0.2847 -1.8108 1.3871 -0.07 -0.35 -0.26 0.074
```
Forces are in eV/Å.

=====

Entry 7:
Formula: BrH4N2OP
Source: the OMol25 dataset
Level of theory: ωB97M-V/def2-TZVPD

Values from the calculation:
Spin multiplicity ... 1
Kohn-Sham gap ... 0.3878 hartree
Largest force on an atom ... 2.95 eV/A
LUMO energy ... 0.5538 eV
Relative energy (zero: lowest compared OMol25 entry of this formula, charge and spin) ... 0.000 eV
Structure (SMILES) ... N=[P@](N)(O)Br
Total energy ... -3102.5775 Ha
M ... 158.9 g mol⁻¹

XYZ file:
```
9
Properties=species:S:1:pos:R:3:forces:R:3:lowdin_charge:R:1
N 0.5212 -1.6139 0.5485 0.18 0.46 0.91 -0.206
P -0.0689 -0.2558 0.1651 -1.11 2.49 0.86 0.181
N 0.3600 0.4498 -1.2809 0.54 -0.26 0.73 -0.124
O 0.0918 1.1059 1.1238 1.55 -2.49 -0.31 -0.274
Br -2.3141 -0.0055 0.0145 -0.09 -0.56 -0.16 0.325
H 0.4990 -1.8379 1.5588 -0.12 -0.01 -0.92 0.012
H 0.2825 -0.1473 -2.0759 -0.06 -0.49 -0.63 0.046
H 1.3375 0.7013 -1.1381 0.01 0.21 -0.41 0.062
H -0.7090 1.6033 1.0842 -0.92 0.66 -0.07 -0.022
```
Forces are in eV/Å.

=====

Entry 8:
Formula: C17H29N5O7
Source: the OMol25 dataset
Level of theory: ωB97M-V/def2-TZVPD

Values from the calculation:
Spin multiplicity ... 1
Kohn-Sham gap ... 0.3524 hartree
Largest force on an atom ... 0.65 eV/A
LUMO energy ... 0.6067 eV
Relative energy (zero: lowest compared OMol25 entry of this formula, charge and spin) ... 0.420 eV
Structure (SMILES) ... COCCOCC(=O)NC[C@@]1(OC)CCN(C(=O)CCCn2c(O)nnc2O)C1
Total energy ... -1465.6626 Ha
M ... 415.4 g mol⁻¹

XYZ file:
```
58
Properties=species:S:1:pos:R:3:forces:R:3:lowdin_charge:R:1
C -3.3696 7.1868 0.4875 0.00 0.00 0.00 -0.109
O -2.5124 6.1512 0.0673 0.01 0.00 0.00 -0.165
C -2.9537 5.5536 -1.1265 0.00 0.01 0.00 -0.215
C -2.0356 4.4217 -1.4970 0.30 0.16 0.20 -0.152
O -2.1783 3.3709 -0.5351 -0.49 -0.29 -0.31 -0.149
C -1.3604 2.2117 -0.7604 0.55 0.34 0.11 -0.081
C -1.0762 1.9789 -2.2439 -0.29 -0.17 -0.03 -0.473
O -0.0058 2.2431 -2.7591 -0.01 -0.01 0.01 0.075
N -2.1582 1.5022 -2.9033 0.02 -0.01 -0.02 0.102
C -2.1982 1.2816 -4.3299 0.01 -0.01 0.01 -0.072
C -2.6786 2.4932 -5.1502 -0.01 0.00 -0.01 -0.458
O -1.7673 3.5700 -5.1174 0.01 0.01 0.00 -0.126
C -0.5008 3.3392 -5.7146 0.00 0.00 0.00 -0.073
C -3.0829 2.0228 -6.5571 -0.01 0.00 -0.01 -0.081
C -4.4996 1.4681 -6.3705 0.01 0.04 0.00 -0.112
N -4.9952 2.1688 -5.1831 -0.03 -0.07 0.00 -0.025
C -6.2089 1.8658 -4.6623 0.01 -0.01 0.01 -0.440
O -6.9298 1.0265 -5.1787 0.00 0.01 0.00 0.063
C -6.6026 2.6294 -3.4080 0.00 0.02 0.04 -0.080
C -7.7808 2.0080 -2.6587 0.02 -0.05 0.02 -0.143
C -7.5172 1.9280 -1.1543 0.01 -0.01 -0.01 -0.100
N -6.3282 1.1195 -0.8891 0.01 0.00 -0.03 0.074
C -5.0398 1.5478 -0.7181 -0.02 0.04 0.00 -0.446
O -4.7869 2.8169 -0.4303 -0.12 -0.07 -0.02 0.101
N -4.1843 0.5879 -0.8926 -0.03 0.00 0.01 0.063
N -4.9234 -0.5627 -1.2082 -0.01 -0.02 0.01 0.095
C -6.1587 -0.2020 -1.2020 -0.01 0.00 -0.01 -0.446
O -7.2328 -0.9595 -1.4473 0.00 0.00 0.01 0.121
C -3.9955 3.0576 -4.6232 0.03 0.00 0.04 -0.064
H -2.9616 7.5953 1.4089 0.00 0.00 0.00 0.089
H -3.4291 7.9842 -0.2631 0.00 0.00 0.00 0.088
H -4.3816 6.8109 0.6790 0.00 0.00 0.00 0.089
H -3.9854 5.1902 -1.0156 0.01 0.01 0.00 0.121
H -2.9459 6.2808 -1.9512 0.00 0.00 0.01 0.136
H -2.2803 4.0717 -2.5028 0.01 0.00 0.00 0.108
H -0.9983 4.7678 -1.5007 0.00 0.00 0.00 0.148
H -0.3989 2.3550 -0.2653 0.00 0.01 0.00 0.135
H -1.8922 1.3657 -0.3286 0.01 0.01 0.01 0.113
H -2.9096 1.1339 -2.3243 0.00 0.00 0.01 0.094
H -1.2065 0.9890 -4.6791 0.00 0.00 0.00 0.131
H -2.8711 0.4430 -4.5171 0.00 0.00 -0.01 0.138
H 0.0017 4.3033 -5.7412 0.00 0.00 -0.01 0.096
H 0.1024 2.6511 -5.1218 0.00 0.00 0.00 0.072
H -0.6065 2.9706 -6.7397 0.00 0.00 0.00 0.088
H -3.0883 2.8921 -7.2176 0.00 0.00 0.00 0.131
H -2.4074 1.2764 -6.9755 0.00 0.01 0.00 0.123
H -5.1455 1.6563 -7.2280 0.00 0.00 0.00 0.127
H -4.5114 0.3906 -6.1939 0.00 0.00 0.01 0.123
H -5.7340 2.6707 -2.7534 0.00 0.04 0.01 0.081
H -6.7938 3.6704 -3.6833 -0.04 -0.02 -0.04 0.137
H -8.7040 2.5604 -2.8346 0.01 0.03 0.03 0.121
H -7.9499 1.0008 -3.0398 -0.03 0.02 -0.03 0.104
H -7.3300 2.9079 -0.7165 0.00 0.00 0.00 0.129
H -8.3602 1.4766 -0.6333 0.00 0.00 0.00 0.128
H -3.8017 2.9691 -0.4055 0.06 0.01 0.03 0.084
H -6.9151 -1.8396 -1.6891 0.00 0.00 0.00 0.130
H -4.0161 3.0741 -3.5351 0.00 -0.01 -0.02 0.105
H -4.0986 4.0844 -4.9879 0.00 0.00 0.01 0.147
```
Forces are in eV/Å.

=====

Which formula does entry 2 have?
C3H5NOS2

=====

Number 1 is which compound?
C4H10OS

=====

Number 4 is which compound?
C4H13N2